Record 1
C31H44AuBrCl3GeN2O2SSi3 as an isolated structure at a distorted geometry. Source: OMol25; level of theory: ωB97M-V/def2-TZVPD.

Results
**Highest occupied orbital energy (spin up / spin down)**: -0.270 / -0.271 Eh
**Multiplicity**: 2
**Net charge**: 0
**Relative energy (zero: lowest compared OMol25 entry of this formula, charge and spin)**: 182.8 kcal/mol
**<S²>**: 0.7541

XYZ file:
```
89
Properties=species:S:1:pos:R:3:forces:R:3:mulliken_spin:R:1
Au 0.40356 -0.12752 0.47873 0.3 0.1 -0.6 0.001
C 4.04390 -2.71498 1.12006 0.1 -0.1 0.2 -0.001
Si 4.28676 -0.87122 1.37612 0.0 -0.1 0.1 0.001
C 3.78589 -0.47572 3.14389 0.0 0.0 0.0 -0.001
C 6.13078 -0.55041 1.18778 0.0 0.0 0.0 0.001
Ge 2.89458 0.34903 -0.13644 -0.1 0.0 -0.1 -0.008
Si 3.61984 2.63647 0.13686 -0.1 0.3 -0.1 0.007
C 3.06318 3.82908 -1.19123 0.2 -0.1 0.0 0.881
C 3.03448 3.32017 1.78795 0.0 0.0 0.0 0.018
C 5.49551 2.86967 0.07374 0.0 -0.2 0.1 0.053
Si 3.33240 -0.16497 -2.42204 0.0 0.0 0.0 -0.010
C 2.16889 0.85317 -3.50420 0.0 0.0 0.0 0.006
C 5.10562 0.20109 -2.93236 0.0 0.0 0.0 0.000
C 2.97759 -1.96346 -2.85163 0.0 0.0 -0.1 0.001
H 4.63466 -3.28735 1.85072 -0.1 0.1 -0.1 0.000
H 4.33654 -3.03642 0.11821 0.0 0.0 0.0 0.000
H 2.99751 -2.97330 1.26046 -0.1 -0.1 0.0 0.000
H 4.35132 -1.10398 3.83937 0.0 0.0 0.0 0.000
H 2.72166 -0.66904 3.30049 0.0 0.0 0.0 0.000
H 3.97460 0.56637 3.40603 0.0 0.0 0.0 0.000
H 6.67412 -1.18990 1.88954 0.0 0.0 0.0 0.000
H 6.40678 0.48002 1.40285 0.0 0.0 0.0 -0.001
H 6.47785 -0.78812 0.17997 0.0 0.0 0.0 0.000
H -1.11301 3.57578 -1.45862 -0.1 -0.2 0.8 0.001
H 3.11524 3.61565 -2.25627 -0.1 0.0 0.1 0.020
H 3.02778 4.89350 -0.96710 -0.2 0.0 0.0 0.012
H 1.95536 3.21278 1.91212 0.0 0.0 0.0 -0.004
H 3.28550 4.38073 1.87190 0.0 0.0 0.0 0.000
H 3.51773 2.79675 2.61531 0.0 0.0 0.0 -0.001
H 5.92044 2.53212 -0.87304 0.0 0.0 0.0 -0.009
H 6.00624 2.34115 0.87835 0.0 0.0 0.0 0.019
H 5.71596 3.93420 0.18361 0.0 0.0 0.0 -0.002
H 2.34035 1.92816 -3.40609 0.0 0.0 0.0 -0.007
H 1.12566 0.64714 -3.24922 0.0 0.0 0.0 -0.001
H 2.30693 0.59473 -4.55738 0.0 0.0 0.0 0.001
H 5.35607 1.25453 -2.78903 0.0 0.0 0.0 0.000
H 5.26332 -0.04042 -3.98689 0.0 0.0 0.0 0.000
H 5.80999 -0.38936 -2.34229 0.0 0.0 0.0 0.000
H 1.92923 -2.20936 -2.66896 0.1 0.1 -0.2 0.000
H 3.60452 -2.65722 -2.28735 0.0 0.0 0.0 0.000
H 3.17047 -2.12763 -3.91548 0.0 0.0 0.0 0.000
O -1.39120 -0.36257 1.22946 0.1 0.3 0.1 -0.003
Br -1.23384 6.47345 1.01121 0.1 0.0 0.2 0.000
C -1.18858 4.66054 0.42155 0.2 0.3 0.0 -0.022
C -1.45202 3.68787 1.45552 -0.2 -0.1 0.0 0.009
C -1.08899 2.39760 1.43442 0.1 -0.5 0.3 -0.003
C -0.20620 1.82120 0.44191 -0.5 1.4 -0.1 0.031
C 0.36438 2.31865 -0.58343 0.6 -1.9 0.4 0.127
C -0.92120 4.48055 -0.86832 0.1 -0.5 -1.4 0.031
H -1.93127 4.07025 2.34680 -0.2 -0.1 0.0 0.001
H -1.36902 1.69379 2.21036 -0.1 0.1 0.0 0.000
H 0.93871 2.15239 -1.47805 -0.3 0.7 -0.3 -0.154
H -0.66604 5.26837 -1.56568 0.0 0.4 0.5 0.001
Cl -3.56749 -2.36094 7.32173 0.0 0.0 0.0 0.000
C -2.98722 -3.27105 5.96562 0.0 0.0 0.0 0.000
C -3.01348 -2.71630 4.70071 0.0 0.0 0.0 0.000
C -2.53492 -3.45954 3.63332 0.0 -0.1 0.0 0.000
C -2.02063 -4.74199 3.78988 0.0 0.0 0.0 0.000
C -1.46003 -5.57720 2.64898 -0.3 -0.1 0.2 0.000
C -1.63777 -5.03874 1.23247 -0.2 -0.1 0.0 0.000
N -0.63033 -4.10756 0.77025 0.1 0.0 0.0 0.000
C 0.34984 -4.38934 -0.15539 -0.1 -0.3 -0.1 -0.001
C 0.96535 -3.21792 -0.42455 0.4 0.2 -0.2 0.001
N 0.37890 -2.23539 0.33254 0.4 0.4 0.3 0.000
C -0.56312 -2.80146 1.04960 -0.4 -0.1 -0.1 0.000
O -0.13333 -5.99466 2.86406 0.5 0.2 0.0 0.000
C 0.80868 -5.02640 3.34992 0.0 -0.1 0.0 0.000
C 1.92738 -5.79468 3.97932 -0.1 0.1 0.0 0.000
C 2.29963 -5.69709 5.28416 0.0 0.0 0.0 0.000
Cl 1.61082 -4.67957 6.48534 0.0 0.0 0.0 0.000
S 3.58874 -6.75158 5.69673 0.0 0.0 0.0 0.000
C 3.64501 -7.35565 4.09304 0.0 0.0 0.0 0.000
C 2.71889 -6.76582 3.29676 0.0 0.0 0.0 0.000
C -2.04710 -5.27647 5.08266 0.0 0.0 0.0 0.000
Cl -1.50422 -6.89713 5.38871 0.0 0.0 0.0 0.000
C -2.51479 -4.55602 6.16791 0.0 0.0 0.0 0.000
H -3.39681 -1.71806 4.54527 0.0 0.0 0.0 0.000
H -2.59083 -3.00915 2.65621 0.0 0.0 0.0 0.000
H -2.02083 -6.51688 2.65180 -0.1 0.0 0.1 0.000
H -2.61950 -4.58333 1.11239 -0.1 0.0 0.0 0.000
H -1.58982 -5.89093 0.55702 0.0 0.0 0.0 0.000
H 0.49182 -5.37852 -0.55303 0.0 0.0 0.0 0.000
H 1.76457 -3.01339 -1.11295 -0.1 -0.1 0.3 -0.001
H -1.23811 -2.17977 1.62792 0.0 0.2 0.0 0.000
H 0.35349 -4.37375 4.10058 0.0 0.0 -0.1 0.000
H 1.17269 -4.39251 2.52965 0.0 -0.2 0.1 0.000
H 4.35962 -8.11635 3.82508 0.0 0.0 0.0 0.000
H 2.58140 -7.01505 2.25438 0.0 0.0 0.0 0.000
H -2.51308 -4.99650 7.15422 0.0 0.0 0.0 0.000
```
Positions in Å, forces in eV/Å.

Record 2
One molecule with the formula C4H6O2. Source: OMol25; level of theory: ωB97M-V/def2-TZVPD.

Results
**Highest occupied orbital energy**: -0.352 Eh
**Net charge**: 0
**SMILES**: CC(=O)C(C)=O
**Relative energy (zero: lowest compared OMol25 entry of this formula, charge and spin)**: 13.1 kcal/mol

XYZ file:
```
12
Properties=species:S:1:pos:R:3:forces:R:3:nbo_charge:R:1
C -1.93374 -0.01630 -0.27912 -0.1 0.1 -0.1 -0.721
C -0.54876 0.55719 -0.15139 -0.1 0.3 -0.1 0.496
O -0.23928 1.68310 -0.47349 -0.1 -0.5 0.1 -0.504
C 0.51734 -0.38039 0.45327 0.1 -0.3 0.2 0.496
C 1.95152 -0.06042 0.13541 0.0 0.0 0.1 -0.723
O 0.15860 -1.31365 1.13771 0.1 0.4 -0.3 -0.505
H -2.57318 0.68091 -0.82261 0.1 -0.1 0.1 0.236
H -1.89497 -0.98032 -0.79718 0.0 0.1 0.1 0.240
H -2.34802 -0.21357 0.71448 0.1 0.0 -0.1 0.254
H 2.61029 -0.68214 0.74389 -0.1 0.1 -0.1 0.237
H 2.13371 -0.27139 -0.92550 0.0 0.0 0.1 0.242
H 2.15473 1.00301 0.28575 -0.1 -0.1 0.0 0.253
```
Positions in Å, forces in eV/Å.